[1]
Below is 2 unconnected molecules or ions with the total composition CH8NSi at a distorted geometry, with properties calculated with ωB97M-V/def2-TZVPD.

Geometry as XYZ:
```
11
Properties=species:S:1:pos:R:3:forces:R:3:lowdin_spin:R:1
C 0.6194 0.1307 0.5664 2.506 -1.453 0.406 0.859
N 1.5821 0.0139 -0.6620 0.297 3.251 2.253 0.088
Si -2.1533 -0.0433 0.1880 -1.349 0.612 1.029 0.719
H 0.4868 -0.8485 1.1374 -0.025 1.400 -1.181 0.042
H 0.8977 1.0180 1.1719 -0.607 -0.447 -0.668 0.042
H 1.6978 -0.8963 -1.0644 -0.104 -0.584 -0.468 0.000
H 1.3194 0.7791 -1.3234 -0.200 -1.185 -0.036 0.010
H 2.5016 0.4055 -0.3143 -0.657 -1.075 -0.472 0.015
H -1.5543 0.1065 -1.1715 -0.275 0.232 0.174 0.085
H -2.1258 -1.4272 0.6396 0.029 -0.327 -0.051 0.064
H -3.2715 0.7617 0.8323 0.385 -0.425 -0.987 0.077
```
Positions in Å, forces in eV/Å.

Multiplicity: 3
Total charge: +1
Maximum force in hartree/bohr: 0.077
HOMO level (spin up / spin down) in eV: -10.440 / -15.525
Gap between HOMO and LUMO (spin up / spin down) in eV: 6.194 / 8.966
Energy above the lowest of the compared OMol25 structures with the same formula, charge and spin in kcal/mol: 15.7
LUMO (spin up / spin down) in eV: -4.25 / -6.56

[2]
Below is 7 unconnected molecules or ions with the total composition C3H18NO8 at a distorted geometry, with properties calculated with ωB97M-V/def2-TZVPD.

Geometry as XYZ:
```
30
Properties=species:S:1:pos:R:3:forces:R:3:lowdin_charge:R:1
O 0.1241 -2.3512 2.3302 -0.917 2.729 -0.166 -0.013
C -0.4970 -1.3791 1.8759 -0.140 -1.564 -0.655 -0.201
C -1.5029 -1.6637 0.7083 -0.388 -1.568 0.714 -0.236
N -1.6804 -0.6538 -0.2607 -1.600 1.244 1.026 -0.065
C -0.4001 -0.0644 -0.6397 0.115 -2.424 -2.203 -0.459
O -0.3610 1.1546 -0.2341 0.504 4.178 1.178 -0.292
H -0.4744 -0.2438 2.1409 0.556 -1.979 0.270 0.124
H -2.4767 -2.0560 1.1252 0.788 0.691 -0.147 0.133
H -1.1403 -2.5349 0.1388 0.376 -0.189 0.707 0.094
H -2.3018 0.1244 0.1268 1.483 -1.288 -0.731 0.132
H -0.3931 -0.1903 -1.8010 0.570 0.374 1.137 0.123
H 0.5475 -0.5237 -0.2383 -1.210 -1.119 -0.357 0.105
H 1.5646 2.4915 -1.5924 -3.116 5.346 -6.837 -0.085
H 1.0009 1.6893 -0.3725 0.035 0.310 -1.406 0.032
O 1.8122 1.9972 -0.9561 3.651 -5.560 7.550 -0.050
H 3.4447 1.4219 0.2049 -0.549 -1.352 0.491 0.024
H 2.7538 -0.0435 0.4487 2.154 1.778 0.629 0.037
O 3.5434 0.5636 0.6949 -1.310 -0.384 -0.554 -0.143
H 2.5013 -0.1641 -1.3016 -0.540 -2.767 0.263 0.075
H 3.1817 -1.4378 -1.8143 -0.590 -0.162 0.735 0.051
O 2.4554 -1.2108 -1.1916 1.014 2.913 -1.541 -0.134
H -2.1686 2.1526 2.2621 0.216 -0.073 -0.233 0.032
H -0.9939 1.5554 1.3076 -2.051 -0.583 0.593 0.062
O -1.8188 1.3279 1.9033 1.256 0.782 -0.240 -0.136
H -0.9948 2.4226 -0.7437 -0.347 1.586 0.688 0.035
H -0.4714 3.6429 -0.0709 5.196 1.709 3.597 -0.092
O -1.1673 3.4413 -0.5529 -5.101 -2.405 -4.235 -0.093
H -0.9985 -1.7550 -2.8280 1.169 2.335 -0.802 -0.030
H -1.0789 -2.7695 -1.8260 0.194 -0.527 1.056 -0.003
O -1.5053 -2.4929 -2.6197 -1.419 -2.033 -0.526 -0.027
```
Positions in Å, forces in eV/Å.

Total charge: -1
Maximum force in hartree/bohr: 0.196
HOMO level in eV: -4.906
Gap between HOMO and LUMO in eV: 8.046
Energy above the lowest of the compared OMol25 structures with the same formula, charge and spin in kcal/mol: 119.3
LUMO in eV: 3.14

[3]
Below is C2H4NO2P in the gas phase at a distorted geometry, with properties calculated with ωB97M-V/def2-TZVPD.

Geometry as XYZ:
```
10
Properties=species:S:1:pos:R:3:forces:R:3:lowdin_charge:R:1
C 0.1365 0.6922 -0.0834 1.015 3.261 -0.785 -0.239
C -0.0741 -0.6322 0.2414 1.505 -5.332 2.378 -0.090
N 2.6922 0.8366 0.3533 0.167 0.290 2.042 -0.402
O 1.4866 1.3782 0.5372 -2.314 0.397 -0.238 -0.206
O 2.8452 0.2803 -0.9166 0.385 -0.166 -2.907 -0.408
P 2.8755 -0.8725 0.2414 -1.043 -0.814 0.450 0.956
H 0.2297 0.8360 -1.1899 -0.228 0.157 1.060 0.118
H -0.6153 1.3868 0.3891 1.021 -0.355 -0.525 0.132
H 0.0313 -1.1039 1.3020 -0.603 1.494 -1.774 0.081
H -0.2191 -1.4580 -0.4934 0.096 1.065 0.299 0.058
```
Positions in Å, forces in eV/Å.

Total charge: 0
Maximum force in hartree/bohr: 0.117
HOMO level (spin up / spin down) in eV: -8.218 / -8.448
Gap between HOMO and LUMO (spin up / spin down) in eV: 7.457 / 7.748
Energy above the lowest of the compared OMol25 structures with the same formula, charge and spin in kcal/mol: 178.1
LUMO (spin up / spin down) in eV: -0.76 / -0.70

[4]
Below is 2 unconnected molecules or ions with the total composition C3H6N2O2, with properties calculated with ωB97M-V/def2-TZVPD.

Geometry as XYZ:
```
13
Properties=species:S:1:pos:R:3:forces:R:3:lowdin_charge:R:1
O 0.5674 0.3705 1.9098 -0.266 -0.139 -0.382 0.082
C 0.0151 -0.0684 0.9381 -0.031 0.062 0.504 -0.506
C -1.2471 0.4546 0.2484 -0.018 0.135 0.151 -0.068
O -1.8534 -0.7620 -0.2187 -0.047 -0.120 -0.180 -0.025
C -0.8667 -1.6760 -0.1561 0.075 -0.108 0.043 -0.194
N 0.2510 -1.3746 0.3774 -0.422 -0.071 0.211 0.143
H -1.0178 1.0657 -0.6278 0.062 -0.023 0.306 0.123
H -1.9119 0.9821 0.9288 -0.023 -0.159 0.000 0.134
H -1.1312 -2.6462 -0.5660 0.083 0.121 -0.017 0.140
N 1.5619 0.9087 -0.6136 0.357 0.152 -0.261 0.048
H 2.2423 1.1138 0.1120 -0.118 0.047 -0.141 0.047
H 1.5951 1.6271 -1.3238 0.237 -0.061 -0.109 0.038
H 1.7953 0.0047 -1.0086 0.110 0.166 -0.127 0.038
```
Positions in Å, forces in eV/Å.

Total charge: 0
Maximum force in hartree/bohr: 0.010
SMILES: O=C1COC=N1.N
HOMO level in eV: -9.860
Gap between HOMO and LUMO in eV: 10.583
Energy above the lowest of the compared OMol25 structures with the same formula, charge and spin in kcal/mol: 45.6
LUMO in eV: 0.72

[5]
Below is C3H6N2O3S in the gas phase at a distorted geometry, with properties calculated with ωB97M-V/def2-TZVPD.

Geometry as XYZ:
```
15
Properties=species:S:1:pos:R:3:forces:R:3:lowdin_charge:R:1
N 1.1749 0.1404 -1.7167 0.042 2.398 -2.259 -0.059
S -0.3243 0.8135 -1.2847 0.004 -0.093 -2.219 0.737
O -1.0760 1.2614 -2.4317 0.924 -1.053 0.971 -0.274
N -0.2639 1.9337 -0.2142 -0.490 -1.019 -0.012 -0.193
O 0.4922 1.3575 0.8403 1.362 -1.054 1.030 -0.246
C -0.2756 0.3011 1.5255 2.060 3.321 4.240 -0.222
C -0.0151 -1.0783 1.2690 -0.512 -3.485 -1.149 -0.092
C -0.4936 -1.5884 0.1256 0.553 2.303 0.020 -0.090
O -0.9107 -0.6778 -0.8761 -0.655 -0.066 0.353 -0.231
H 1.7591 0.8683 -2.2749 -1.503 -1.429 1.338 0.132
H 1.6491 -0.0319 -0.8664 0.808 -0.310 1.202 0.028
H -1.2188 0.6749 1.2895 -2.226 -0.310 0.001 0.095
H -0.0856 0.4284 2.7053 -0.421 0.267 -2.594 0.169
H 0.2740 -1.8017 2.0653 -0.081 0.875 -0.687 0.127
H -0.6858 -2.6012 -0.1556 0.135 -0.346 -0.237 0.121
```
Positions in Å, forces in eV/Å.

Total charge: 0
Maximum force in hartree/bohr: 0.112
SMILES: N[S@]1(=O)=NOCC=CO1
HOMO level in eV: -9.489
Gap between HOMO and LUMO in eV: 9.892
Energy above the lowest of the compared OMol25 structures with the same formula, charge and spin in kcal/mol: 127.7
LUMO in eV: 0.40

[6]
Below is a molecular structure, C4H8Cl3FInO3S at a distorted geometry, with properties calculated with ωB97M-V/def2-TZVPD.

Geometry as XYZ:
```
21
Properties=species:S:1:pos:R:3:forces:R:3:lowdin_charge:R:1
C -0.2084 -3.4757 -0.5763 0.250 -0.791 -0.002 -0.239
S -0.7843 -1.8411 -1.3133 -2.198 1.524 0.566 0.474
O -1.4613 -2.0009 -2.6599 1.259 -0.633 2.260 -0.509
O -1.6835 -1.2140 -0.2370 1.735 -1.571 -1.887 -0.529
In 1.3217 -0.4141 -1.4762 0.988 0.725 -0.502 0.436
C 2.1596 -0.4063 0.6703 -0.986 1.049 0.301 -0.218
C 1.2532 0.6443 1.4638 -0.554 -2.495 2.784 -0.428
O 0.6585 0.3695 2.5305 2.030 1.905 -4.456 0.029
F 1.0912 1.9516 0.8718 0.444 -2.294 1.077 -0.058
H 0.9297 -3.5940 -0.7476 -1.850 0.290 0.035 0.051
H -0.7678 -4.3077 -1.1271 0.751 1.064 0.931 0.055
H -0.3891 -3.4758 0.5589 0.005 0.103 -1.848 0.064
H 0.9382 1.2376 -2.0629 -0.056 -0.653 0.257 -0.094
H 2.5554 -1.2025 -2.5547 -0.503 0.030 0.437 -0.119
H 3.2566 -0.1077 0.6035 -1.579 -0.199 0.102 0.042
H 2.0279 -1.4818 1.0574 0.176 2.043 -0.029 0.049
C -2.0765 3.8355 1.0455 -0.012 -0.349 -0.100 -1.545
Cl -1.8025 4.5800 -0.5366 0.020 -0.017 0.132 0.505
Cl -2.8902 4.9724 2.1344 0.042 0.047 0.034 0.487
Cl -3.0188 2.3502 0.8792 0.213 0.194 0.021 0.540
H -1.1097 3.5806 1.4762 -0.176 0.026 -0.111 0.005
```
Positions in Å, forces in eV/Å.

Total charge: -1
Maximum force in hartree/bohr: 0.102
HOMO level in eV: -5.323
Gap between HOMO and LUMO in eV: 7.984
Energy above the lowest of the compared OMol25 structures with the same formula, charge and spin in kcal/mol: 35.9
LUMO in eV: 2.66